Entry from OMol25: C27H51BCdN11O3PS3 as an isolated structure at a distorted geometry (ωB97M-V with the def2-TZVPD basis set).

For the LUMO energy, the calculation gives -4.33 eV. As for the charge: +2. For the energy relative to the best compared isomer or geometry (same formula, charge and spin), the calculation gives 0.0 kcal per mole.

Structure (XYZ):
```
98
Properties=species:S:1:pos:R:3:forces:R:3
Cd -0.078367 -0.218105 0.664323 -0.215 0.028 -0.436
C -4.457556 1.324640 0.799734 0.087 0.048 -0.023
C -4.808401 1.390148 -0.688540 -0.045 0.006 0.002
C -5.439940 0.096047 -1.199143 0.049 -0.001 -0.048
C -5.813920 2.523123 -0.890446 0.039 0.016 -0.056
N -3.563144 1.700005 -1.475305 -0.038 -0.060 0.070
C -3.375502 2.878251 -2.180769 -0.103 -0.030 0.107
C -2.135963 2.844804 -2.694239 0.157 -0.007 -0.003
N -1.544739 1.658875 -2.311497 -0.027 -0.251 -0.087
B -0.070181 1.420250 -2.739193 -0.056 0.014 0.162
N 0.335608 -0.089533 -2.814088 0.225 0.111 -0.190
C -0.102600 -0.808408 -3.909939 -0.091 0.091 0.150
C 0.547406 -1.982510 -3.928814 -0.002 -0.174 0.145
N 1.395101 -2.006760 -2.828521 0.174 0.007 -0.107
C 1.264219 -0.822958 -2.165357 -0.434 -0.181 -0.012
S 2.068358 -0.373519 -0.698590 0.011 -0.014 0.165
C 2.435303 -3.072694 -2.600869 0.079 0.029 0.041
C 3.818116 -2.432051 -2.728207 -0.003 0.051 0.028
C 2.252450 -3.741045 -1.235664 -0.020 0.034 -0.007
C 2.286496 -4.151772 -3.669190 -0.052 0.035 -0.063
N 0.930342 2.275072 -1.906756 -0.096 0.190 -0.086
C 2.097819 2.677774 -2.524693 -0.094 -0.162 -0.010
C 2.828233 3.353748 -1.629067 0.051 -0.004 0.155
N 2.110768 3.384325 -0.438931 0.075 0.091 0.028
C 0.937237 2.725229 -0.633717 0.349 -0.097 -0.042
S -0.354760 2.428380 0.475352 -0.094 -0.043 -0.018
C 2.770405 4.004020 0.766122 -0.005 0.026 -0.033
C 4.009348 3.163415 1.084100 -0.007 -0.031 -0.041
C 3.149404 5.444323 0.410188 -0.042 -0.017 -0.048
C 1.887242 4.034007 2.008646 -0.082 -0.096 -0.073
C -2.427522 0.957290 -1.568444 0.017 0.385 -0.124
S -2.156517 -0.590893 -0.846287 0.020 0.026 0.036
H -5.372603 1.196365 1.381433 0.035 0.010 -0.052
H -3.984530 2.265831 1.098367 -0.043 -0.053 0.020
H -3.781988 0.503101 1.025861 0.021 -0.017 -0.014
H -6.378582 -0.078006 -0.670205 0.045 0.020 -0.013
H -4.790054 -0.761035 -1.043613 -0.016 0.006 0.006
H -5.660197 0.184304 -2.265173 -0.010 -0.020 0.039
H -6.711239 2.279185 -0.323596 0.015 0.003 -0.005
H -6.103542 2.628387 -1.937391 -0.001 0.006 0.036
H -5.435444 3.477844 -0.520739 -0.034 -0.028 -0.004
H -4.128650 3.637916 -2.273178 0.024 -0.090 0.020
H -1.618717 3.568721 -3.303257 -0.030 -0.107 0.037
H 0.024202 1.825973 -3.867978 -0.037 0.021 0.037
H -0.847168 -0.418090 -4.584095 0.086 0.015 0.037
H 0.466801 -2.792588 -4.628762 0.056 0.031 0.044
H 3.969321 -1.669347 -1.965658 0.037 -0.037 -0.051
H 3.938146 -1.977680 -3.714302 -0.014 -0.022 0.043
H 4.589450 -3.194313 -2.606915 -0.051 0.001 -0.020
H 2.281809 -3.019657 -0.422365 0.007 0.019 -0.048
H 3.064601 -4.456781 -1.093800 -0.037 0.007 -0.031
H 1.304446 -4.286818 -1.207320 0.177 0.034 -0.066
H 2.469395 -3.770175 -4.674818 -0.010 -0.003 0.038
H 1.299388 -4.618657 -3.633206 0.046 -0.018 -0.021
H 3.030087 -4.923235 -3.473173 -0.016 0.005 0.007
H 2.307333 2.433464 -3.553059 -0.051 0.041 0.075
H 3.798072 3.804707 -1.736556 -0.079 0.010 0.045
H 4.720137 3.162420 0.257539 -0.014 -0.001 0.040
H 3.719262 2.131247 1.292662 0.015 0.033 0.004
H 4.514026 3.571532 1.961586 -0.024 -0.002 -0.039
H 3.905076 5.493560 -0.372659 -0.026 0.000 0.003
H 3.561095 5.935823 1.292146 0.006 -0.021 -0.029
H 2.271973 6.004009 0.080423 0.031 -0.012 0.024
H 1.699553 3.011542 2.347054 0.041 0.026 -0.030
H 0.948690 4.555909 1.817705 0.019 0.023 -0.004
H 2.440307 4.571380 2.780584 0.021 -0.013 -0.014
N -0.722124 2.932019 3.658508 0.003 -0.254 0.257
C -0.772888 1.787576 4.632803 -0.009 -0.071 -0.194
P -0.024129 0.345016 3.745311 0.077 0.042 0.219
O 1.331213 0.753800 3.269210 0.056 0.116 0.009
O -1.074158 -0.111612 2.774250 0.169 -0.005 -0.081
C 0.311378 -0.887880 5.082813 0.066 -0.049 -0.150
N 1.623300 -1.518254 4.726547 0.084 0.578 0.829
H -1.231641 3.752966 3.974814 -0.067 0.084 0.086
H -1.076088 2.656525 2.734463 -0.075 -0.020 -0.224
H 0.247308 3.194746 3.461632 0.131 0.029 0.019
H -1.811913 1.578343 4.877113 -0.034 0.098 0.008
H -0.222440 2.070039 5.526412 0.021 0.058 0.005
H -0.461811 -1.650532 5.131778 0.046 -0.058 0.009
H 0.393871 -0.388391 6.046679 0.046 -0.038 0.033
H 1.457549 -2.166470 3.919802 -0.018 -0.243 -0.086
H 2.065978 -2.003356 5.499995 0.012 0.059 0.158
H 2.235612 -0.779768 4.354416 -0.001 0.055 0.057
C -1.055169 -6.315049 0.301849 0.042 0.059 -0.030
N -0.547492 -5.009969 0.695363 -0.091 -0.038 0.067
C 0.195292 -4.721525 1.905665 0.055 0.035 -0.064
C 0.344688 -3.212754 1.794304 -0.231 -0.222 -0.330
O 0.915613 -2.489751 2.618400 -0.270 -0.301 -0.849
N -0.224188 -2.776010 0.658660 0.019 0.092 0.494
C -0.744695 -3.860529 0.044280 0.045 -0.049 -0.076
N -1.339074 -3.794892 -1.140017 -0.195 0.174 0.086
H -0.739677 -7.048406 1.037917 0.015 0.000 0.008
H -0.656956 -6.616006 -0.668077 0.030 0.012 -0.007
H -2.145603 -6.319363 0.264833 -0.008 0.017 0.015
H 1.176587 -5.200075 1.904696 0.025 -0.023 0.013
H -0.342253 -5.014880 2.807808 -0.041 0.026 0.026
H -1.557877 -2.872809 -1.512338 0.043 -0.037 0.024
H -1.853439 -4.583092 -1.495660 0.036 -0.010 -0.032
```
Positions in Å, forces in eV/Å.

Entry from OMol25: a 3-piece molecular cluster, C27H51FNO6 overall at a distorted geometry (ωB97M-V with the def2-TZVPD basis set).

For the LUMO energy, the calculation gives -2.83 eV. As for the charge: +1.

Structure (XYZ):
```
86
Properties=species:S:1:pos:R:3:forces:R:3
C -2.762447 -5.600372 -2.504391 0.191 0.068 -0.164
C -2.761877 -4.395253 -3.445924 0.601 -0.366 0.538
C -1.615169 -3.442184 -3.094889 0.043 0.102 -0.075
C -1.808204 -2.009491 -3.587695 -0.233 -0.377 -0.237
C -3.026923 -1.267370 -3.009901 0.429 0.105 0.117
C -3.308116 -1.425342 -1.511242 -0.262 0.294 0.103
C -2.726549 -0.326589 -0.616001 0.174 -0.396 -0.123
C -1.216971 -0.121459 -0.764472 0.154 0.266 0.563
C -0.369369 -0.900335 0.264998 0.469 0.068 -0.428
C 0.469373 0.001925 1.190810 -0.151 -0.469 -0.677
C 1.691043 0.520643 0.386442 -0.512 -0.229 0.550
C 2.863945 -0.380086 0.717203 -0.328 0.481 0.337
N 4.068250 -0.292854 -0.219261 -0.089 -0.384 -0.008
C 3.980009 0.783661 -1.245496 0.839 0.269 -0.518
C 5.228857 0.817123 -2.147335 -0.443 -0.450 -0.048
F 5.492345 2.128189 -2.450285 0.083 -0.104 0.069
C 4.344865 -1.653774 -0.799036 -0.244 -0.380 -0.052
C 3.242903 -2.122584 -1.749822 0.069 -0.242 -0.105
C 3.795148 -2.987419 -2.894699 -0.393 0.141 0.441
C 2.688959 -3.774679 -3.610191 0.091 -0.078 0.264
O 2.324499 -3.146767 -4.835096 0.184 0.516 -0.046
C 1.707172 -1.952327 -4.643836 0.238 1.126 -1.060
O 2.028182 -0.938586 -5.223769 -0.392 -1.447 0.815
H -3.570100 -6.291026 -2.731634 -0.128 -0.019 0.099
H -2.819536 -5.282759 -1.464228 -0.208 -0.017 0.092
H -1.828875 -6.155878 -2.607354 0.069 -0.040 -0.024
H -3.718850 -3.884351 -3.391556 -0.128 0.050 -0.158
H -2.578228 -4.778155 -4.447809 -0.375 0.223 -0.283
H -0.697682 -3.839679 -3.539402 0.086 -0.065 -0.038
H -1.436626 -3.454944 -2.017385 -0.069 0.054 0.124
H -0.876248 -1.460751 -3.446720 -0.151 0.213 0.173
H -1.953291 -2.060175 -4.669783 0.093 0.093 -0.114
H -2.888413 -0.202488 -3.209454 -0.082 0.082 -0.112
H -3.900739 -1.561389 -3.586131 -0.112 -0.094 0.024
H -2.993340 -2.392787 -1.121797 0.056 -0.178 -0.138
H -4.390235 -1.395487 -1.376859 -0.066 -0.093 0.069
H -2.925760 -0.611430 0.416078 -0.091 0.211 0.146
H -3.239102 0.618311 -0.780191 -0.091 0.056 -0.149
H -1.010161 0.941099 -0.624709 0.020 0.092 -0.008
H -0.870630 -0.364627 -1.764808 -0.155 0.017 -0.162
H -0.958934 -1.615250 0.833415 -0.201 0.064 0.087
H 0.360290 -1.494340 -0.303263 -0.039 -0.323 0.115
H 0.793447 -0.628078 2.020286 0.097 0.318 0.342
H -0.136325 0.830385 1.546462 0.025 -0.106 0.190
H 1.415785 0.442680 -0.661182 0.074 0.260 -0.150
H 1.887455 1.554629 0.656605 0.203 0.124 -0.214
H 3.216215 -0.135952 1.717408 0.175 -0.001 0.008
H 2.517177 -1.407630 0.757425 0.172 -0.160 -0.282
H 4.870116 -0.056026 0.359504 0.092 -0.005 0.045
H 3.944592 1.742993 -0.738970 -0.240 0.017 0.141
H 3.110058 0.646951 -1.870346 -0.232 0.051 0.209
H 5.028442 0.270470 -3.070693 0.082 0.121 -0.111
H 6.094227 0.343257 -1.680331 0.191 0.305 0.161
H 5.334566 -1.684796 -1.247052 0.016 0.356 -0.200
H 4.381417 -2.338645 0.045335 0.129 0.061 0.135
H 2.534717 -2.722079 -1.180587 -0.141 0.031 0.046
H 2.677596 -1.290203 -2.165645 -0.024 0.091 -0.011
H 4.528315 -3.677323 -2.480426 0.120 -0.091 -0.085
H 4.280896 -2.338802 -3.620850 0.247 -0.123 -0.128
H 1.803315 -3.877079 -2.977062 -0.064 -0.012 0.104
H 3.040593 -4.773557 -3.838879 -0.069 -0.052 -0.323
H 0.843788 -2.001435 -3.958766 0.239 -0.080 0.097
O -2.149560 1.684917 1.892702 0.012 -0.013 -0.010
C -2.264841 2.876524 1.794357 0.045 -0.012 0.178
O -2.381542 3.479575 0.594003 0.033 0.032 -0.075
C -2.406220 4.914640 0.759570 -0.049 0.163 0.046
C -2.852013 5.138926 2.197114 0.038 0.001 0.080
C -2.281049 3.910546 2.900349 -0.339 0.164 -0.245
H -1.400690 5.296300 0.570036 0.011 -0.020 0.010
H -3.087043 5.337177 0.025731 0.005 -0.116 -0.075
H -2.512467 6.083782 2.612937 0.046 -0.020 0.004
H -3.940458 5.118837 2.253633 -0.005 0.014 -0.001
H -1.256959 4.072821 3.241819 0.005 -0.038 0.045
H -2.894372 3.579523 3.732772 0.154 -0.115 0.085
O -2.186561 5.719499 5.441859 -0.031 0.008 -0.191
C -1.843512 4.879159 6.219633 0.066 0.193 0.190
O -2.643568 3.846397 6.566580 -0.006 -0.088 -0.037
C -2.019240 3.050770 7.591223 0.070 -0.087 0.094
C -0.528617 3.338497 7.463639 0.063 0.102 -0.022
C -0.530037 4.785939 6.972439 -0.004 -0.429 -0.008
H -2.421406 3.360016 8.557431 0.008 0.024 0.000
H -2.270832 2.007030 7.422867 -0.099 0.034 -0.073
H 0.016862 3.181367 8.391428 -0.051 0.020 0.030
H -0.092289 2.690742 6.701358 -0.010 -0.017 0.012
H -0.556718 5.500582 7.795826 0.025 0.065 -0.029
H 0.303276 5.018712 6.315938 -0.024 0.192 0.017
```
Positions in Å, forces in eV/Å.

Entry from OMol25: a 4-piece molecular cluster, C27H51FNO7PSi overall at a distorted geometry (ωB97M-V with the def2-TZVPD basis set).

For the LUMO energy, the calculation gives 0.45 eV. The SMILES is CCO[Si@](CC[C@H](C)CCC=C(C)C)([PH2]=N)[C@H](F)CC.O=C1CCCO1.O=C1CCCO1.O=C1CCCO1.

Structure (XYZ):
```
89
Properties=species:S:1:pos:R:3:forces:R:3
C -3.625034 1.059129 3.847410 0.740 -1.118 -0.598
C -4.035374 -0.239208 3.044172 0.139 0.891 1.740
O -4.218661 0.057863 1.663016 -0.576 -1.398 -0.511
Si -4.655137 -1.321671 0.742094 1.055 -0.264 1.694
C -3.318727 -2.646195 1.022248 0.569 -0.952 -0.178
C -2.661010 -3.239069 -0.284053 -0.129 0.051 0.695
C -1.762113 -2.235272 -1.087994 0.524 -1.514 -1.022
C -1.918429 -2.621103 -2.629343 0.060 -0.122 0.643
C -0.215315 -2.406206 -0.763064 -0.710 1.570 -0.268
C 0.556770 -1.473170 -1.782022 1.028 1.349 -1.141
C 1.851685 -0.873804 -1.159263 -0.129 0.399 0.000
C 1.894824 0.304907 -0.397809 -0.588 -0.310 0.209
C 1.677774 1.735096 -0.980384 -0.680 -0.511 0.698
C 2.198684 0.267698 1.144600 2.202 0.430 -1.583
P -4.922916 -0.675257 -1.371930 -0.701 2.442 -1.385
N -5.836616 0.663807 -1.474640 0.602 -1.033 0.268
C -6.346808 -2.034847 1.328457 -0.505 0.987 0.238
F -6.356684 -3.452530 1.287256 0.016 0.584 -0.154
C -7.594389 -1.436813 0.591892 -0.836 -0.875 0.262
C -8.064460 -2.270051 -0.664771 -0.698 0.903 0.272
H -4.091842 1.977584 3.438880 0.055 -0.637 0.411
H -2.513026 1.140773 3.762906 -0.877 0.207 0.117
H -3.849818 0.868285 4.917661 -0.021 0.431 -0.630
H -3.228400 -0.984379 3.246911 -0.533 0.366 -0.490
H -4.953705 -0.644044 3.541107 0.421 0.246 -0.712
H -3.811478 -3.505409 1.550807 0.305 0.731 -0.324
H -2.483962 -2.322644 1.690273 -0.723 0.100 -0.414
H -2.018530 -4.109604 0.009429 -0.521 0.632 -0.212
H -3.490641 -3.683377 -0.893014 0.741 0.507 0.203
H -1.987123 -1.165285 -0.889642 -0.163 -0.686 -0.105
H -1.118097 -3.375864 -2.831704 -0.619 0.686 -0.186
H -1.819448 -1.747492 -3.305807 0.074 -0.649 0.319
H -2.880476 -3.143972 -2.830441 0.494 0.594 0.106
H 0.087881 -3.471585 -0.845242 -0.087 0.701 0.182
H -0.031980 -1.969070 0.248376 0.030 -0.744 -0.538
H -0.112649 -0.617874 -2.071606 0.312 -0.647 0.376
H 0.799938 -1.990756 -2.739518 -0.243 0.118 0.754
H 2.807160 -1.435316 -1.362308 -1.349 -0.496 1.826
H 2.653210 2.042014 -1.428229 -0.698 -0.371 0.171
H 0.911748 1.788282 -1.784462 0.398 0.015 0.499
H 1.482475 2.478835 -0.163225 -0.179 -0.529 -0.709
H 3.221472 0.708050 1.285830 -0.600 -0.245 0.474
H 1.493574 0.923902 1.697103 0.304 -0.624 -0.508
H 2.217982 -0.768606 1.531555 -0.173 0.676 -0.232
H -3.685204 -0.371782 -2.021688 -0.221 -0.847 0.333
H -5.471059 -1.798579 -2.073461 0.519 0.052 0.200
H -5.275026 1.369265 -1.953401 -0.320 -0.106 0.072
H -6.452291 -1.770181 2.412277 0.161 -0.197 -0.773
H -7.482333 -0.350553 0.348269 0.297 -0.906 0.051
H -8.454882 -1.481586 1.308886 0.703 0.002 -0.447
H -7.577561 -1.941820 -1.608437 -0.150 -0.474 0.653
H -8.022206 -3.365589 -0.496263 0.293 0.749 -0.167
H -9.149646 -2.022579 -0.790758 0.853 -0.215 -0.051
O 0.613371 2.235087 3.286671 0.213 0.261 -0.169
C 0.134272 3.201241 2.763809 -0.117 -0.318 0.516
C -1.336283 3.498778 2.612531 -0.103 0.226 -0.560
C -1.335890 4.596524 1.561868 -0.370 0.062 -0.144
C 0.002630 5.265650 1.797327 -0.051 0.351 -0.166
O 0.873555 4.217313 2.250714 0.045 -0.200 -0.005
H -1.726682 3.849350 3.570212 -0.003 -0.145 0.024
H -1.879790 2.618351 2.278198 0.059 -0.028 0.276
H -2.179380 5.282025 1.639400 0.086 0.023 0.001
H -1.356678 4.149641 0.564744 0.007 0.044 0.044
H -0.047283 6.035557 2.572052 0.020 -0.051 0.000
H 0.407681 5.707709 0.887670 0.191 -0.088 0.118
O 3.762153 -2.871208 -2.597148 0.137 -0.105 -0.540
C 4.929151 -2.763481 -2.850144 -0.308 -0.235 0.411
C 6.026079 -2.441250 -1.866376 0.347 0.385 -0.179
C 7.173225 -2.049269 -2.781461 0.303 0.186 0.196
C 6.881474 -2.862312 -4.026322 0.335 -0.009 -0.159
O 5.449741 -2.960975 -4.086102 -0.167 0.066 0.089
H 6.254227 -3.337006 -1.285236 -0.117 0.039 0.058
H 5.733948 -1.624012 -1.209560 -0.154 -0.225 0.131
H 8.159417 -2.243764 -2.361150 -0.032 -0.018 -0.072
H 7.110802 -0.982959 -3.011363 0.030 -0.059 0.017
H 7.297359 -3.872117 -3.970973 -0.051 0.017 0.002
H 7.250923 -2.378857 -4.929913 -0.210 -0.107 -0.065
O 8.074171 1.439961 0.032743 -0.311 -0.225 -0.103
C 7.115638 2.142354 0.179251 0.591 0.014 -0.139
C 7.089941 3.485290 0.867241 -0.457 0.090 0.339
C 5.602789 3.700318 1.097151 -0.013 0.301 0.268
C 4.986866 2.933245 -0.054365 -0.348 0.169 0.009
O 5.884641 1.840148 -0.303620 0.131 -0.080 0.065
H 7.512273 4.235191 0.195345 0.113 -0.066 0.041
H 7.645080 3.454654 1.802037 0.252 0.003 -0.214
H 5.306639 4.748784 1.123381 -0.042 -0.065 -0.057
H 5.308295 3.244326 2.045640 -0.036 0.025 -0.068
H 4.912662 3.537181 -0.963647 0.033 -0.040 0.009
H 4.000868 2.546183 0.192463 0.132 -0.146 -0.102
```
Positions in Å, forces in eV/Å.

Kohn-Sham gap (Ha)
0.2874 0.3406 0.2627